No. 1
{"formula": "C5H9NO2", "method": "ωB97M-V/def2-TZVPD", "homo_ev": -9.3, "largest_force_ev_per_a": 0.67, "smiles": "CC(N)=O.C#CCO", "elements": ["N", "H", "O", "O", "C", "C", "H", "C", "H", "H", "C", "H", "H", "C", "H", "H", "H"], "xyz": [[-0.631, 1.818, -0.620], [1.346, 0.177, -1.398], [-1.713, -0.947, -0.253], [1.037, 3.242, -1.115], [1.601, 0.944, -0.665], [0.668, 2.126, -0.823], [-0.932, 0.895, -0.364], [-1.172, -2.076, 0.418], [2.629, 1.267, -0.822], [-0.706, -2.768, -0.300], [0.686, -1.273, 2.126], [-1.965, -2.614, 0.961], [1.415, -0.963, 2.810], [-0.160, -1.649, 1.367], [-1.316, 2.553, -0.685], [1.492, 0.515, 0.330], [-2.279, -1.249, -0.967]], "forces_ev_per_a": [[-0.43, 0.18, 0.03], [0.02, -0.04, 0.05], [0.04, 0.15, 0.02], [0.22, 0.36, -0.08], [0.19, 0.16, -0.10], [0.08, -0.32, 0.02], [-0.03, -0.17, 0.03], [-0.21, -0.51, -0.09], [-0.10, 0.00, 0.01], [-0.15, 0.09, 0.15], [-0.50, -0.31, -0.31], [0.18, 0.05, -0.16], [0.47, 0.22, 0.42], [0.15, 0.23, 0.09], [0.10, 0.01, 0.00], [0.03, -0.04, -0.05], [-0.04, -0.05, -0.04]]}



No. 2
{"formula": "C5H9NO2", "method": "ωB97M-V/def2-TZVPD", "homo_ev": -8.0, "largest_force_ev_per_a": 2.87, "elements": ["H", "O", "H", "C", "H", "C", "C", "C", "C", "H", "O", "H", "H", "N", "H", "H", "H"], "xyz": [[-2.155, 1.082, -0.629], [-0.730, -0.291, 1.204], [-1.859, -1.356, -1.138], [-1.073, 1.219, -0.682], [2.839, 0.724, 0.539], [-0.339, -0.058, -0.278], [1.766, 0.790, 0.720], [1.348, -0.332, 1.593], [-0.772, -1.266, -1.092], [-0.805, 1.470, -1.710], [1.650, -1.297, 2.174], [-0.819, -1.242, 1.356], [1.405, 1.778, 1.033], [1.059, 0.055, -0.246], [-0.330, -2.178, -0.683], [-0.790, 2.063, -0.052], [-0.395, -1.160, -2.111]], "forces_ev_per_a": [[0.06, 0.05, 0.05], [0.26, 0.19, -0.35], [0.07, 0.02, 0.12], [-0.09, -0.13, -0.04], [-0.07, 0.09, 0.30], [-0.04, 0.76, 1.34], [-2.17, 0.40, 1.51], [1.91, 0.00, -0.77], [0.10, 0.09, -0.05], [0.01, -0.09, 0.05], [-0.96, 0.35, -0.23], [-0.09, 0.09, -0.16], [0.32, 0.23, -0.08], [0.70, -2.06, -1.87], [-0.02, 0.05, 0.02], [-0.01, -0.10, 0.07], [0.00, 0.05, 0.09]]}



No. 3
{"formula": "C5H9NO2", "method": "ωB97M-V/def2-TZVPD", "charge": 1, "homo_ev": [-14.0, -13.4], "largest_force_ev_per_a": 0.86, "spin_multiplicity": 2, "s2": 0.758, "elements": ["C", "N", "H", "H", "C", "C", "O", "C", "H", "O", "H", "H", "C", "H", "H", "H", "H"], "xyz": [[0.279, -0.429, 1.815], [-1.351, 1.195, -2.038], [-1.981, 0.462, -1.764], [-0.750, 1.124, 0.838], [0.353, 0.060, -0.699], [-0.464, 0.091, 0.589], [1.227, -2.594, 2.201], [-0.052, 1.165, -1.684], [1.406, 0.252, -0.523], [0.780, 1.954, -2.063], [-1.420, -0.429, 0.470], [0.194, -0.915, -1.187], [1.107, -1.659, 1.475], [1.663, -1.750, 0.505], [-0.357, -0.688, 2.658], [-1.701, 1.873, -2.694], [1.068, 0.289, 2.101]], "forces_ev_per_a": [[0.20, 0.20, -0.11], [-0.40, -0.33, 0.16], [0.00, 0.02, -0.04], [0.18, -0.08, 0.08], [-0.49, -0.33, 0.18], [-0.43, 0.18, -0.20], [-0.13, 0.26, 0.02], [0.20, 0.37, -0.31], [0.21, -0.08, 0.01], [-0.08, -0.02, 0.04], [0.20, -0.08, 0.02], [0.29, 0.20, -0.05], [0.26, -0.82, 0.05], [-0.17, 0.37, -0.05], [0.07, 0.22, 0.10], [0.23, 0.11, -0.05], [-0.14, -0.18, 0.15]]}



No. 4
{"formula": "C5H9NO2S", "method": "ωB97M-V/def2-TZVPD", "homo_ev": -9.5, "largest_force_ev_per_a": 3.56, "elements": ["O", "C", "H", "H", "C", "H", "N", "H", "H", "H", "C", "C", "S", "H", "C", "H", "H", "O"], "xyz": [[0.331, -3.053, 1.517], [-0.664, -0.256, -0.151], [1.209, 0.680, 0.219], [0.079, 1.325, -2.483], [-2.080, -1.764, 0.973], [-1.534, -0.195, -0.901], [-0.852, -1.027, 0.869], [-1.740, -2.833, 1.050], [-2.553, -1.401, 1.889], [2.460, 2.206, -0.772], [0.464, 0.686, -0.523], [1.807, 2.537, -1.627], [0.827, -1.767, 1.973], [2.227, 2.705, -2.588], [0.702, 1.480, -1.614], [-2.721, -1.418, 0.143], [1.355, 3.554, -1.355], [0.684, -1.460, 3.383]], "forces_ev_per_a": [[0.69, -0.46, 0.61], [-1.47, 0.55, -1.73], [0.91, 0.41, 1.11], [-0.30, 0.40, -0.18], [0.23, 0.11, 0.21], [1.10, -0.20, 0.88], [1.10, 2.88, -1.78], [-1.08, 0.88, -0.25], [-0.07, -0.52, 0.12], [0.05, 0.82, -1.24], [-0.20, -0.39, -0.30], [-1.70, -0.11, 2.31], [0.48, -0.44, 0.31], [0.84, -0.34, -0.63], [-0.73, -1.09, 1.28], [0.05, -1.00, 0.16], [0.45, -1.39, -0.14], [-0.35, -0.14, -0.73]]}



No. 5
{"formula": "C5H9NO2S", "method": "ωB97M-V/def2-TZVPD", "homo_ev": -9.0, "largest_force_ev_per_a": 5.29, "elements": ["H", "N", "H", "O", "O", "H", "C", "H", "H", "C", "C", "H", "H", "H", "H", "S", "C", "C"], "xyz": [[0.781, -3.311, 0.441], [1.784, -1.542, 0.825], [-2.112, -1.396, 0.705], [1.876, 2.382, -0.261], [0.782, -1.937, -1.226], [-0.729, 1.928, 0.536], [-1.287, 0.092, -0.549], [2.822, 2.483, -0.426], [-0.522, -0.574, -0.970], [-1.835, -0.347, 0.804], [1.620, 1.104, -0.012], [-0.540, 2.148, -1.218], [-2.055, 0.118, -1.380], [-1.075, -0.432, 1.558], [-2.516, 0.396, 1.322], [2.536, -0.198, 0.313], [1.117, -2.279, -0.086], [-0.648, 1.366, -0.374]], "forces_ev_per_a": [[0.72, 1.92, -1.40], [-0.41, -0.16, 0.05], [-1.13, 0.21, 0.28], [1.21, -1.07, -0.01], [0.34, -0.87, 0.77], [-0.23, -0.12, 0.59], [-0.97, -0.11, -0.35], [0.48, 0.49, 0.06], [-0.26, -0.30, 0.24], [-0.15, -0.32, 0.32], [-5.22, 0.63, -0.62], [0.11, -1.73, 1.06], [0.54, 0.19, 0.98], [1.12, 0.15, 0.08], [-0.02, -1.19, -1.17], [1.42, 0.60, -0.12], [-1.02, -0.88, 0.56], [3.47, 2.54, -1.31]]}



No. 6
{"formula": "C5H9NO2S", "method": "ωB97M-V/def2-TZVPD", "homo_ev": -9.0, "largest_force_ev_per_a": 15.74, "elements": ["N", "C", "O", "H", "H", "O", "C", "H", "H", "H", "S", "C", "H", "C", "H", "C", "H", "H"], "xyz": [[-1.684, -0.817, -0.439], [1.450, 0.157, -1.003], [-4.050, -0.537, -0.602], [-2.552, 0.512, 1.847], [1.669, 0.213, 1.117], [3.186, -1.015, 0.011], [-2.322, 0.651, 0.836], [-2.368, 1.902, 0.518], [0.863, -0.898, -1.105], [-1.386, -1.551, -1.246], [0.057, 1.264, -0.644], [2.425, 0.138, 0.249], [-0.328, -0.284, 1.020], [-2.883, -0.312, -0.198], [3.877, -1.032, 0.493], [-0.985, 0.069, 0.381], [1.892, 0.609, -1.608], [3.139, 0.931, 0.375]], "forces_ev_per_a": [[0.97, -4.65, -3.94], [-7.78, -7.05, 11.73], [3.63, 0.39, 0.86], [-0.57, -0.19, 1.33], [1.68, -0.86, -0.47], [-7.65, -0.67, -4.61], [0.93, 4.34, -2.29], [-0.23, -3.83, 0.98], [2.52, 2.30, -0.46], [-0.88, 2.50, 2.72], [-0.83, 0.32, 0.61], [-2.46, -0.76, -0.36], [2.80, -2.16, 3.44], [-5.91, 0.17, -0.44], [7.72, -0.21, 5.43], [-0.32, 3.59, -3.23], [6.64, 5.67, -10.86], [-0.26, 1.10, -0.43]]}



No. 7
{"formula": "C5H9NO2S", "method": "ωB97M-V/def2-TZVPD", "homo_ev": -11.1, "largest_force_ev_per_a": 7.72, "smiles": "CC(C)(C)S(=O)(=O)C#N", "elements": ["H", "H", "C", "N", "O", "H", "C", "H", "C", "H", "H", "H", "H", "H", "C", "C", "S", "O"], "xyz": [[-0.142, -1.543, -1.148], [-0.090, -0.090, -2.049], [0.441, -0.705, -1.285], [-2.864, -1.780, 0.058], [-1.618, 1.271, -1.306], [0.941, 1.978, -0.759], [0.368, -0.016, 0.019], [2.338, 1.126, -0.438], [-2.364, -0.757, 0.000], [-0.486, -0.586, 1.893], [1.437, -1.099, -1.547], [1.314, 1.830, 0.895], [0.581, -1.807, 1.105], [1.302, -0.492, 2.052], [1.299, 1.209, -0.049], [0.568, -0.839, 1.356], [-1.322, 0.659, -0.002], [-1.701, 1.641, 1.205]], "forces_ev_per_a": [[-1.41, -2.34, -0.26], [1.14, -0.48, 0.19], [0.33, -0.04, -1.15], [-0.71, -0.94, -0.07], [0.67, -1.08, 1.47], [-0.41, -0.53, 0.00], [2.19, 1.40, 1.53], [-0.65, -1.07, 0.64], [1.15, 0.73, 0.69], [2.48, -1.11, -0.53], [-0.27, 0.71, 0.04], [0.14, -1.07, -0.66], [0.30, -3.81, -0.45], [0.68, 0.19, -0.14], [-0.17, 2.88, 0.54], [-4.38, 4.61, 0.23], [-2.99, 6.79, 2.12], [1.92, -4.83, -4.20]]}



No. 8
{"formula": "C5H9NO3", "method": "ωB97M-V/def2-TZVPD", "homo_ev": -7.7, "largest_force_ev_per_a": 8.38, "elements": ["O", "C", "H", "H", "O", "H", "C", "H", "H", "N", "H", "O", "C", "C", "H", "H", "H", "C"], "xyz": [[0.036, -0.569, -2.810], [-0.634, 0.098, -0.034], [-0.568, -2.534, -2.112], [0.038, 0.371, -3.038], [-2.075, 0.053, -2.183], [2.104, 2.116, 2.677], [-0.970, -0.704, -1.844], [2.114, 2.075, 0.832], [0.608, 0.431, 3.785], [0.242, 0.146, 2.880], [-0.023, -0.829, 2.851], [-1.341, -2.037, -1.809], [0.565, -0.248, 0.043], [0.896, 0.619, 1.772], [-1.570, 0.378, 0.403], [-2.643, -0.518, -2.733], [1.487, -0.507, -0.437], [1.733, 1.660, 1.758]], "forces_ev_per_a": [[0.01, 0.18, 0.90], [-2.66, -3.06, -6.82], [-0.19, -0.11, 0.06], [0.14, -0.15, -0.02], [-0.69, -0.25, -0.41], [-0.32, 0.06, -0.07], [-1.21, 1.61, 1.74], [0.02, -0.21, 0.04], [-0.11, 0.02, -0.36], [-0.35, -0.68, 0.11], [0.08, 0.10, 0.05], [0.65, 0.15, 0.21], [3.04, 3.09, 7.18], [1.41, -0.92, -2.56], [0.26, 0.28, 0.46], [0.17, 0.29, 0.03], [-0.32, -0.27, -0.45], [0.07, -0.13, -0.09]]}



Calculated E in order - -401.09416, -401.03283, -400.79884, -799.25605, -799.14831, -799.17600, -799.21149, -476.20261 Eh
Calculated relative energy (zero: lowest compared OMol25 entry of this formula, charge and spin) in order - 2.248, 3.917, 2.236, 2.796, 5.728, 4.974, 4.009, 6.573 eV